No. 1
Entry from OMol25: C5H7O4Sn as an isolated structure (ωB97M-V/def2-TZVPD).

Atoms and positions in Å:
O1 3.53046 0.07177 1.16141
C1 2.86871 -0.70123 0.42684
O2 1.72883 0.10130 -0.07758
O3 2.95339 -1.85879 0.12556
Sn1 2.55041 1.82047 0.97868
C2 -0.02037 0.26470 -1.58474
C3 0.68340 -0.51128 -0.60995
H1 0.53059 1.12837 -1.98187
H2 -0.67869 -0.31131 -2.24237
O4 -2.88755 -0.10025 1.15149
C4 -1.74684 -0.51083 0.42308
C5 -0.97904 0.67429 -0.15201
H3 -3.15033 -0.80004 1.75440
H4 -2.07291 -1.19513 -0.37907
H5 -1.09492 -1.08328 1.10540
H6 -0.41348 1.59570 0.06522
H7 -1.80166 1.41552 -0.16448

## Properties
energy relative to the best compared isomer or geometry (same formula, charge and spin)	35.5	kJ/mol
molar mass	249.818	g mol⁻¹
Kohn-Sham gap (alpha / beta)	6.26 / 8.20	eV
spin multiplicity	2
HOMO energy (alpha / beta)	-0.2437 / -0.3198	hartree

Löwdin atomic charge list, values in e, 4 entries: O -0.24; C -0.71; O -0.33; O 0.15

No. 2
Entry from OMol25: a 2-piece molecular cluster, C3H7NO4S overall (ωB97M-V/def2-TZVPD).

Atoms and positions in Å:
C1 2.36602 0.02099 0.19399
C2 -0.66535 -0.83596 0.40126
C3 0.21224 0.13946 -0.34315
N1 0.02361 1.57785 0.20468
O1 2.34190 0.99790 0.89763
O2 2.89217 -0.94007 -0.24359
O3 -0.60439 -2.16661 0.00054
O4 0.14198 0.11785 -1.72802
S1 -2.49680 -0.06851 0.12388
H1 -0.35704 -0.90141 1.53066
H2 -0.82133 1.78827 0.74925
H3 -0.23455 2.17834 -0.59541
H4 1.08371 1.64432 0.73893
H5 0.24186 -2.26042 -0.41455
H6 -0.73328 -0.24123 -1.89000
H7 -3.39075 -1.05076 0.37389

## Properties
energy relative to the best compared isomer or geometry (same formula, charge and spin)	252.7	kJ/mol
molar mass	153.159	g mol⁻¹
Kohn-Sham gap	8.41	eV
HOMO energy	-0.2981	hartree

Löwdin atomic charge list, values in e, 4 entries: C -0.45; C -0.56; C -0.47; N 0.12

No. 3
Entry from OMol25: C18H38EuOP2 as an isolated structure (ωB97M-V/def2-TZVPD).

Atoms and positions in Å:
P1 -0.15777 -2.42471 0.96982
P2 -0.79900 2.28023 0.68478
C1 -1.07368 -0.71642 0.74408
C2 -0.68977 0.49815 -0.17062
H1 -1.30381 -0.33432 1.78380
H2 -2.02349 -1.09696 0.31221
H3 0.23956 0.46321 -0.83006
H4 -1.43494 0.57471 -0.99485
C3 -2.37507 2.56746 -0.15759
H5 -3.19799 2.33593 0.54151
H6 -2.51724 1.89435 -1.02536
H7 -2.40791 3.61938 -0.48337
C4 0.48806 3.05902 -0.42965
H8 0.02104 3.26804 -1.39897
H9 1.38241 2.43225 -0.63655
H10 0.86061 4.02724 -0.05354
C5 -1.02669 -3.77999 0.08348
H11 -0.93916 -4.68279 0.71358
H12 -0.54353 -4.00913 -0.88762
H13 -2.10166 -3.54954 -0.07236
C6 1.69103 -2.66658 0.72902
H14 2.40400 -1.84207 0.43775
H15 1.84367 -3.42471 -0.04225
H16 2.15388 -3.09368 1.63273
Eu1 1.59570 0.13338 0.88139
C7 1.08386 1.72305 -3.28676
C8 -0.25596 1.83882 -3.17787
C9 -1.29875 0.82882 -3.55343
C10 -0.81214 -0.64528 -3.52159
C11 0.02628 -1.02055 -2.32494
C12 1.37045 -0.89219 -2.20137
C13 2.27623 -0.51657 -3.30858
C14 1.83454 0.73658 -4.10974
C15 -0.13241 -2.81271 2.74682
H17 1.72579 2.53651 -2.93153
H18 -0.69366 2.84287 -3.05969
H19 -1.68243 1.02716 -4.57850
H20 -2.19116 0.94763 -2.90070
H21 -1.73711 -1.24778 -3.48399
H22 -0.31888 -0.90672 -4.46447
H23 -0.59730 -1.58446 -1.61908
H24 1.90808 -1.28115 -1.33737
H25 2.36331 -1.35692 -4.01428
H26 3.27799 -0.34821 -2.89002
H27 2.76211 1.22763 -4.47625
H28 1.23335 0.40141 -4.97807
H29 0.87327 -3.20540 3.01060
H30 -0.86939 -3.62909 2.84229
H31 -0.36319 -1.89800 3.31537
C16 1.06511 0.66427 5.45172
C17 0.00597 0.67666 4.34623
C18 -1.02565 1.83181 4.36786
O1 0.65224 0.49075 3.10044
H32 1.77589 1.49840 5.33385
H33 1.65233 -0.24375 5.30278
H34 0.59101 0.66145 6.44557
H35 -0.63256 -0.22955 4.51547
H36 -0.61494 2.82978 4.13991
H37 -1.80704 1.64836 3.62090
H38 -1.53344 1.87389 5.34707

## Properties
molar mass	484.413	g mol⁻¹
Kohn-Sham gap (alpha / beta)	3.96 / 6.03	eV
spin multiplicity	8
HOMO energy (alpha / beta)	-0.1327 / -0.2131	hartree

Löwdin atomic charge list, values in e, 4 entries: P 0.80; P 0.90; C -0.40; C -0.55

No. 4
Entry from OMol25: a single C3H8N2O2 molecule (ωB97M-V/def2-TZVPD).

Atoms and positions in Å:
C1 -0.37066 1.55201 0.91441
C2 0.04709 0.63949 -0.32917
O1 0.79466 1.25942 -1.36175
O2 -1.24956 0.22423 -0.66725
C3 -0.02945 -0.82701 -0.27355
N1 0.74245 -1.60694 -1.17703
N2 -0.45398 -1.58638 0.84420
H1 -1.19517 1.16108 1.51248
H2 0.52580 1.52320 1.54132
H3 -0.56010 2.59491 0.65343
H4 0.21717 1.31226 -2.14164
H5 1.47518 -1.06037 -1.61588
H6 1.22411 -2.34651 -0.67311
H7 0.19978 -1.57061 1.61960
H8 -1.36732 -1.26878 1.15395

## Properties
energy relative to the best compared isomer or geometry (same formula, charge and spin)	289.5	kJ/mol
molar mass	104.109	g mol⁻¹
Kohn-Sham gap	9.87	eV
HOMO energy	-0.3348	hartree
SMILES string	C[C@]1(O)OC1(N)N

Löwdin atomic charge list, values in e, 4 entries: C 0.01; C -0.54; O 0.03; O -0.03

No. 5
Entry from OMol25: a 2-piece molecular cluster, C4H7ClOS overall (ωB97M-V/def2-TZVPD).

Atoms and positions in Å:
C1 -0.04558 -1.81481 0.86547
C2 1.42962 0.75843 0.06756
C3 0.02736 0.89541 -0.53467
C4 -1.02676 0.29461 0.29876
O1 0.39817 -2.12824 1.91911
S1 -2.56419 0.03065 -0.24214
Cl1 -0.08027 -2.89129 -0.54295
H1 2.07901 1.47582 -0.50155
H2 1.52102 0.94850 1.13321
H3 1.75253 -0.17372 0.04147
H4 0.02214 0.50073 -1.53967
H5 -0.26582 1.91212 -0.85417
H6 -1.03230 0.29667 1.35340
H7 -2.21492 -0.10488 -1.46383

## Properties
energy relative to the best compared isomer or geometry (same formula, charge and spin)	273.8	kJ/mol
molar mass	138.619	g mol⁻¹
Kohn-Sham gap (alpha / beta)	7.62 / 7.62	eV
HOMO energy (alpha / beta)	-0.2907 / -0.2908	hartree

Löwdin atomic charge list, values in e, 4 entries: C -0.71; C -0.09; C -0.31; C -0.61

No. 6
Entry from OMol25: a 2-piece molecular cluster, C4H12NO overall (ωB97M-V/def2-TZVPD).

Atoms and positions in Å:
C1 0.84386 0.30688 1.13638
C2 1.51042 0.51433 -0.23968
C3 0.76386 0.02824 -1.46226
C4 1.09708 -1.10610 -2.13045
N1 -0.62593 0.76703 1.04892
H1 0.71770 -0.80963 1.13855
H2 1.24367 0.83426 1.93445
H3 1.71399 1.59300 -0.45968
H4 2.61418 0.25389 -0.25391
H5 0.06528 0.58554 -1.85420
H6 0.49637 -1.38533 -2.99709
H7 1.85417 -1.90137 -1.63342
H8 -0.57886 1.93232 1.31805
H9 -0.96983 0.82419 0.10596
H10 -1.21950 0.19150 1.58450
H11 -3.67329 -0.78194 1.48167
H12 -3.09433 -1.08398 0.20652
O1 -2.75883 -0.76282 1.07570

## Properties
energy relative to the best compared isomer or geometry (same formula, charge and spin)	263.4	kJ/mol
molar mass	90.146	g mol⁻¹
Kohn-Sham gap	10.10	eV
total charge	+1
HOMO energy	-0.5028	hartree

Löwdin atomic charge list, values in e, 4 entries: C -0.10; C -0.21; C -0.20; C 0.05

No. 7
Entry from OMol25: a 4-piece molecular cluster, C4H14O2S2 overall (ωB97M-V/def2-TZVPD).

Atoms and positions in Å:
C1 0.00122 -1.85421 -0.43245
C2 0.26232 -1.63094 -1.97408
S1 0.09385 0.11389 -2.33033
S2 -1.76075 -0.00477 1.67067
C3 -0.77876 1.35011 0.98196
C4 -1.45135 2.02948 -0.19591
H1 -1.06898 -1.82030 -0.25138
H2 0.44121 -2.79027 -0.09452
H3 0.32299 -0.97781 0.11192
H4 1.23527 -1.99560 -2.28785
H5 -0.63402 -2.10925 -2.37446
H6 0.16877 0.88799 0.72504
H7 -0.64231 2.05141 1.81774
H8 -0.75988 2.67687 -0.74786
H9 -1.85961 1.31471 -0.91098
H10 -2.28174 2.63638 0.13082
H11 1.65376 1.06435 -1.21964
H12 2.66778 0.72406 -0.06509
O1 2.26735 1.44393 -0.55639
H13 0.09436 -0.58054 2.44188
H14 0.98935 -1.71449 2.95804
O2 1.03917 -0.81500 2.60286

## Properties
energy relative to the best compared isomer or geometry (same formula, charge and spin)	499.6	kJ/mol
molar mass	158.288	g mol⁻¹
Kohn-Sham gap	3.69	eV
HOMO energy	-0.3041	hartree

Löwdin atomic charge list, values in e, 4 entries: C -0.16; C -0.59; S 0.76; S 0.75

| no. | total energy (eV) | largest force on an atom (eV/Å) |
| --- | --- | --- |
| 1 | -19313.4405 | 3.58 |
| 2 | -23737.2440 | 2.96 |
| 3 | -59224.5256 | 3.59 |
| 4 | -10313.9513 | 4.32 |
| 5 | -29663.7204 | 5.16 |
| 6 | -7871.5615 | 6.89 |
| 7 | -30135.5185 | 2.38 |